No. 1
Below is a structure of composition C36H47N12O3STi, with properties calculated with ωB97M-V with the def2-TZVPD basis set.

The geometry in XYZ format:
```
100
C36H47N12O3STi, DFT ωB97M-V with the def2-TZVPD basis set
Ti 0.0206 0.2647 0.0676
S 1.6140 0.9204 -1.7245
O 0.2013 2.1570 0.2952
O -0.4455 -1.2114 -1.1199
O -3.4122 -1.5273 -3.9058
N -3.8635 0.5964 0.0741
N 0.7961 0.5039 2.3125
N 2.2205 -0.2631 4.0728
N -1.5741 0.1276 -2.5597
N 1.8610 -1.0956 0.2235
N 3.1356 0.7601 2.3171
N -0.4921 -1.7180 1.3619
N -1.2540 1.0253 -1.5405
N -1.8960 0.9026 1.3497
N 3.0979 -0.7921 -0.2751
N 4.2181 0.5208 -1.7602
N -3.8849 2.2307 1.5860
C -0.6256 5.6614 0.3805
C -2.4495 -3.5623 -4.7175
C -1.2722 -2.2076 -3.1078
C -2.3869 -2.4215 -3.9234
C -1.6629 -2.0538 1.8994
C 5.6098 -1.4638 -2.3094
C -0.2538 -3.1616 -3.1010
C -5.1221 1.2813 -0.1713
C 3.6632 -0.3564 4.2941
C -1.6392 5.7375 -0.5811
C -0.3456 0.5854 3.2208
C -3.1188 1.2349 1.0156
C -1.0985 -1.0239 -2.2439
C 0.4608 -2.6609 1.2956
C -0.3108 -4.2902 -3.8970
C -1.4190 -4.4849 -4.7105
C -1.4068 1.4740 2.6135
C -1.7055 2.2080 -1.7558
C -0.9979 -4.3122 2.2373
C 1.9686 0.3375 2.8611
C -3.6982 -0.7569 -0.4057
C 1.4103 -1.3674 4.5666
C -1.4104 3.3603 -0.9519
C 4.2360 0.5967 3.2527
C -3.3721 3.5248 2.0294
C -0.0111 4.4630 0.6797
C -1.9620 -3.3283 2.3524
C 0.2350 -3.9687 1.7128
C 1.7717 -2.2592 0.7662
C -0.4015 3.2838 0.0253
C 3.2234 1.8744 1.3960
C 2.9275 -3.2050 0.8665
C -2.0111 4.5917 -1.2481
C 5.4844 -0.1606 -1.5324
C 3.0563 0.1304 -1.1971
C -5.2540 2.1662 1.0603
H -1.4865 -5.3614 -5.3414
H -2.6328 3.9257 1.3406
H -3.3200 -3.7226 -5.3443
H -2.9395 3.4816 3.0262
H 3.8589 -2.6623 0.7473
H 1.0168 -4.7067 1.6177
H -2.2310 1.5506 3.3278
H 6.5649 -1.9441 -2.0934
H -2.7684 4.6295 -2.0235
H -0.3113 6.5603 0.8958
H -2.6733 -1.0776 -0.2771
H -2.3118 2.3375 -2.6502
H 4.1402 1.1519 -2.5395
H -2.1064 6.6848 -0.8105
H 3.3793 2.8080 1.9498
H -0.9839 2.4704 2.4655
H 5.5733 -0.3502 -0.4625
H 0.6880 -1.6771 3.8163
H 2.9181 -3.7214 1.8264
H -4.3580 -1.4452 0.1343
H -0.0410 1.0182 4.1793
H -5.9357 0.5618 -0.2576
H 4.4911 1.5686 3.6892
H -0.7975 -0.3828 3.4391
H 0.7844 4.4038 1.4117
H -4.0838 -1.8150 -4.5341
H 0.8811 -1.1072 5.4838
H 0.4974 -5.0083 -3.8891
H 3.9323 -0.0819 5.3129
H 4.8079 -2.1472 -2.0302
H -4.2117 4.2145 2.0698
H 3.9935 -1.3853 4.1171
H -2.3855 -1.2565 1.9754
H 5.5546 -1.2843 -3.3835
H -5.9223 1.7249 1.8029
H 0.5993 -2.9845 -2.4585
H 5.1227 0.2027 2.7562
H -5.6189 3.1621 0.8198
H 2.0610 -2.2183 4.7774
H -3.9339 -0.7956 -1.4685
H 2.8764 -3.9616 0.0787
H -5.0737 1.8554 -1.1026
H 4.0676 1.7221 0.7239
H 2.3149 1.9598 0.8117
H 6.2763 0.5340 -1.8121
H -1.1948 -5.3271 2.5560
H -2.9342 -3.5325 2.7782
```

Calculated values
Relative energy (zero: lowest compared OMol25 entry of this formula, charge and spin) ... 9.84 kcal per mole
Strongest force on any atom ... 0.0083 Eh/bohr
Net charge ... +1
2S+1 ... 1


No. 2
Below is a structure of composition C36H47N6O4PSSr, with properties calculated with ωB97M-V with the def2-TZVPD basis set.

The geometry in XYZ format:
```
96
C36H47N6O4PSSr, DFT ωB97M-V with the def2-TZVPD basis set
Sr -0.5435 0.6292 -0.4448
S 0.1158 -0.6418 2.5053
P -2.7041 1.8275 1.2672
O -3.5032 1.8160 2.6608
O 1.8468 -0.9836 -1.3917
O -2.5186 3.3799 0.8870
O -3.9050 1.5888 0.2160
N -1.6953 -1.7474 -0.7213
N -1.5917 0.5634 -2.5189
N 2.9667 -1.5676 -3.2336
N 0.7511 -3.1696 2.9952
N 1.8793 -2.2103 1.2560
N 0.8060 2.5366 -0.6243
C 0.9696 -2.0886 2.2247
C 1.1909 6.7003 -1.4925
C 4.1069 0.7051 1.4983
C 1.7865 3.1928 -0.1956
C -1.9039 1.4138 -3.5118
C 3.5226 6.5289 -0.9462
C 1.7730 -4.6297 1.3316
C 4.0293 -0.6456 -2.8401
C 1.8807 -1.6423 -2.4410
C 2.4528 7.2810 -1.4114
C 3.0703 3.2228 2.0063
C -5.2596 -4.1694 1.0143
C -2.5473 -0.4405 -2.5710
C -3.2203 -2.5359 1.9483
C -4.3997 -2.6548 2.6671
C -3.0385 0.9900 -4.2203
C -3.4459 -0.2016 -3.6172
C 0.7538 -2.5346 -2.8745
C 3.8878 2.6046 2.9467
C -1.7712 -3.0500 -0.0388
C -4.6718 0.3788 0.2943
C -5.4252 -3.4731 2.2024
C -4.0747 -4.0451 0.2925
C 1.2889 -4.5089 2.7651
C 2.6389 -3.4260 1.0119
C -2.5355 -1.5723 -1.6916
C 1.0054 5.3842 -1.1009
C 3.2729 1.3172 0.5728
C -2.8036 1.3314 3.8211
C 4.4164 1.3462 2.6923
C 2.0654 4.6282 -0.6080
C 2.7482 2.5846 0.8122
C -1.4626 4.1048 1.5413
C 3.0174 -2.2242 -4.5343
C 3.3264 5.2119 -0.5416
C -3.0483 -3.2273 0.7483
H 4.1677 4.6318 -0.1781
H -1.3000 2.2949 -3.6808
H -2.6791 0.2492 3.7790
H -3.9480 -4.5931 -0.6352
H 0.9191 -4.6537 0.6505
H 2.9430 -3.3077 -4.4420
H -2.4157 -1.8980 2.3064
H 0.4976 -5.2289 2.9688
H 0.3520 7.2770 -1.8636
H 2.2241 -1.8776 -5.1976
H -4.5230 -2.1058 3.5930
H -0.9253 -3.1141 0.6476
H 4.5113 6.9678 -0.8928
H 5.0626 0.8692 3.4189
H -5.2532 0.3264 -0.6209
H 4.9135 -0.8576 -3.4361
H -0.5097 3.5789 1.4590
H 4.5225 -0.2753 1.2887
H -1.6674 -3.8683 -0.7601
H 4.1213 3.1111 3.8756
H 2.6693 4.2114 2.2062
H -6.0513 -4.8091 0.6456
H 0.0621 -3.0289 3.7150
H 3.0134 0.8158 -0.3510
H 2.6000 8.3110 -1.7117
H 0.3851 -2.2545 -3.8626
H 3.9702 -1.9894 -4.9998
H 2.1098 -4.7105 3.4572
H -0.0545 -2.4318 -2.1583
H 2.9579 -3.4158 -0.0293
H -1.8190 1.7900 3.9198
H -6.3451 -3.5674 2.7653
H -1.7222 4.2741 2.5872
H 3.7309 0.3937 -2.9886
H -5.3312 0.4137 1.1610
H -4.0246 -0.4967 0.3647
H -4.2934 -0.8192 -3.8812
H -3.2981 -2.3297 -1.9065
H 0.0390 4.8989 -1.1840
H 2.3383 -5.5531 1.2073
H -1.3779 5.0602 1.0340
H 1.9358 -1.4663 0.5720
H -3.4052 1.5959 4.6855
H 4.2669 -0.7718 -1.7865
H -3.4931 1.4880 -5.0628
H 3.5375 -3.4379 1.6364
H 1.0858 -3.5749 -2.9224
```

Calculated values
Relative energy (zero: lowest compared OMol25 entry of this formula, charge and spin) ... 8.61 kcal per mole
Strongest force on any atom ... 0.0352 Eh/bohr
2S+1 ... 1


No. 3
Below is a cluster of 9 separate species, C36H47N9 in total, with properties calculated with ωB97M-V with the def2-TZVPD basis set.

The geometry in XYZ format:
```
92
C36H47N9, DFT ωB97M-V with the def2-TZVPD basis set
N 1.0379 -5.9891 3.6800
N 4.3275 1.6805 -5.6610
N -3.3333 0.9503 8.2151
N -3.0816 7.1548 -5.9444
N 1.6290 -3.8585 -0.7273
N -1.2483 0.1810 1.4776
N 5.3864 -0.7011 4.2147
N -1.9919 1.2322 -7.0867
N -3.5451 -3.6326 3.3311
C 5.3633 2.5629 -5.8187
C 0.2879 1.0068 0.0782
C -0.9574 1.0266 -0.5777
C 0.7256 -5.2778 5.7605
C 0.2322 -6.5546 5.6447
C 1.0958 -5.1269 -0.8650
C -5.3955 -2.5733 2.6537
C 4.9874 3.7473 -5.1966
C 1.0983 -4.9293 4.5082
C -2.1647 0.2413 8.0686
C -3.1515 -0.3272 10.0064
C -5.1002 -2.2177 3.9590
C 3.3525 -5.2466 -0.3971
C -3.1826 5.9612 -5.3264
C 0.0700 0.5473 1.3912
C -2.3806 7.4531 -3.9707
C -0.7012 2.1268 -9.1754
C -1.5775 3.0075 -10.0855
C 3.3021 2.3723 -5.0275
C 0.4941 -7.0421 4.4122
C -1.4277 1.6118 -8.0649
C 4.4254 -0.3800 6.2065
C -0.7779 3.5707 -11.2551
C -1.8794 0.4044 0.2772
C -2.8378 6.1607 -4.0074
C -3.9792 0.4929 9.3023
C -2.5736 8.1239 -5.1659
C 3.6551 3.6181 -4.8837
C 2.1578 -5.9796 -0.6439
C 4.6342 0.8773 5.6654
C 5.2551 0.6546 4.4290
C 2.9764 -3.9191 -0.5744
C -4.3311 -3.3651 2.2372
C -1.9904 -0.5183 9.2206
C 4.9408 -1.3739 5.3464
C -4.0669 -2.9929 4.3941
H -3.6816 1.6635 7.5904
H 0.0609 -5.1838 -1.1686
H -3.2177 -0.7902 10.9798
H -2.7573 5.4189 -3.2266
H 2.0278 -7.0516 -0.6279
H 0.3799 -8.0245 3.9784
H -1.8505 3.8420 -9.4396
H 1.1140 -2.9897 -0.7311
H -2.4469 2.4201 -10.3808
H -5.5986 -1.4763 4.5658
H 1.5493 -4.0437 4.0853
H 6.1883 2.1538 -6.3829
H 3.9406 -0.6409 7.1356
H 2.3744 1.9003 -4.7394
H -6.2593 -2.2796 2.0757
H -0.1828 -7.1576 6.4388
H 1.0970 -5.9098 2.6749
H 3.5547 -3.0075 -0.5437
H -0.2024 1.2688 -9.6261
H -1.0995 1.4319 -1.5687
H 5.5088 4.6848 -5.0716
H -3.5193 -3.0674 5.3220
H -4.9524 0.9202 9.4939
H -1.0489 -1.0199 9.3891
H 0.5265 -4.6814 6.6386
H 0.8000 0.4810 2.1844
H -2.6585 -4.1164 3.3402
H 4.2116 0.7606 -6.0616
H 1.2409 1.2854 -0.3469
H -1.9841 7.9849 -3.1184
H -2.9465 0.2420 0.2393
H 0.1220 2.7310 -8.7941
H 4.3523 -5.5905 -0.1764
H -1.7007 -0.2762 2.2563
H -4.1591 -3.8171 1.2715
H -3.2896 7.2735 -6.9256
H -1.4821 0.4056 7.2479
H -1.3020 4.4514 -11.6265
H 3.0850 4.4585 -4.5161
H -0.7921 2.8400 -12.0638
H -3.5470 5.0870 -5.8455
H 5.8155 -1.1385 3.4118
H 5.5349 1.3987 3.6980
H 0.2409 3.9117 -11.0711
H 4.3684 1.8236 6.1130
H -2.2943 9.0981 -5.5392
H 5.1195 -2.4351 5.4371
```

Calculated values
Strongest force on any atom ... 0.1203 Eh/bohr
2S+1 ... 1


HOMO-LUMO gap per entry: 6.96; 6.54; 8.32 eV